C19H23NO6 | the ωB97M-V functional and the def2-TZVPD basis

```
49
Properties=species:S:1:pos:R:3:nbo_charge:R:1
O -2.610 -1.488 0.982 -0.54
O 4.421 -2.053 -0.161 -0.58
O -3.420 0.855 -1.352 -0.54
O -0.371 2.575 0.443 -0.53
O 4.391 0.296 -0.851 -0.51
O -5.177 1.411 0.180 -0.50
N -1.788 0.998 0.930 -0.50
C 1.740 0.213 0.200 -0.15
C 5.868 0.192 -0.935 -0.10
C 6.642 0.093 0.339 -0.33
C 8.493 1.537 -0.574 -0.64
C 3.862 -0.951 -0.266 0.77
C 0.537 0.371 0.352 -0.15
C 0.342 -2.172 0.351 -0.19
C -5.821 -1.271 -0.725 -0.42
C -3.839 1.267 -0.348 0.82
C -1.793 -0.494 0.785 0.67
C 1.639 -2.192 0.307 -0.18
C -0.253 -0.844 0.628 -0.03
C -0.541 1.440 0.718 0.70
C -5.988 1.230 -1.043 -0.17
C -2.925 1.482 1.004 -0.32
C 8.167 0.471 0.012 -0.40
C 2.450 -1.134 0.053 -0.10
C -6.677 0.091 -0.713 -0.37
C -6.757 -2.507 -0.365 -0.59
H -5.603 -1.284 -1.772 0.20
H 8.375 -0.695 -0.571 0.18
H 9.690 1.551 -0.709 0.24
H 8.697 0.283 1.013 0.23
H -6.096 -3.502 -0.426 0.21
H -7.150 -2.591 0.566 0.20
H -6.675 1.957 -1.206 0.20
H -2.862 2.667 1.294 0.26
H 5.927 1.056 -1.731 0.22
H -7.380 0.071 0.334 0.20
H -7.693 -0.228 -1.389 0.20
H 6.383 1.382 0.923 0.11
H -3.435 1.157 2.069 0.24
H 2.232 -3.045 0.097 0.24
H 8.275 2.570 -0.184 0.24
H -5.571 1.063 -1.917 0.21
H 2.203 1.283 0.137 0.24
H 8.115 1.597 -1.810 0.19
H -7.559 -2.528 -1.305 0.19
H 6.053 -0.714 -1.215 0.18
H -0.314 -2.945 0.710 0.25
H 6.376 -0.652 0.975 0.23
H -5.025 -1.256 0.013 0.23
```

Summary:
Total charge = 0
ΔE to the lowest compared entry with this formula, charge and spin = 380.85 kcal/mol
M = 361.39 g mol⁻¹
E_HOMO = -9.48 eV
Frontier orbital gap = 8.18 eV